DFT (wB97M-V/def2-TZVPD) results for a 17-piece molecular cluster, C74H157O40P3S14 overall.

CARTESIAN COORDINATES (ANGSTROEM)
C1 4.26053 2.55895 5.95995
C2 4.87819 1.47689 4.99229
C3 3.73493 0.36476 4.84661
S1 2.91003 0.28548 6.50042
O1 3.59315 -0.73178 7.30050
O2 1.40852 0.18998 6.29715
C4 3.46871 1.91654 7.06024
H1 3.50887 3.07980 5.36679
H2 5.01390 3.21068 6.40241
H3 5.73092 0.92882 5.39300
H4 5.21146 1.70826 3.98061
H5 4.17010 -0.61313 4.64056
H6 3.01508 0.55794 4.05124
H7 4.14687 1.79237 7.90450
H8 2.52953 2.36154 7.38891
C5 -1.02332 5.91892 -4.56341
C6 -1.29948 4.39024 -4.58979
C7 -0.22524 3.88372 -3.68346
S2 -0.16989 4.98265 -2.15140
O3 1.16459 5.17215 -1.67472
O4 -1.22530 4.45367 -1.25239
C8 -0.75646 6.50568 -3.18036
H9 -1.87570 6.29746 -5.12755
H10 -0.16231 5.90483 -5.23166
H11 -1.26109 3.89892 -5.56203
H12 -2.26871 4.29371 -4.10054
H13 0.78104 4.00465 -4.08457
H14 -0.24713 2.82991 -3.40578
H15 0.08506 7.18967 -3.07047
H16 -1.67478 6.90076 -2.74595
C9 -7.80132 -1.59047 4.10321
C10 -6.22916 -1.55331 4.34970
C11 -5.79574 -0.67548 3.22585
S3 -6.71625 -1.08814 1.68152
O5 -6.05980 -2.18765 0.98139
O6 -7.12019 0.13477 0.97653
C12 -8.13639 -1.74772 2.60920
H17 -8.25828 -0.66932 4.46484
H18 -8.34391 -2.30583 4.72125
H19 -5.83053 -2.56687 4.30638
H20 -5.93807 -1.05486 5.27432
H21 -4.71062 -0.63263 3.13211
H22 -5.86311 0.39513 3.41912
H23 -8.31909 -2.80430 2.41336
H24 -8.97804 -1.17620 2.21793
C13 7.01121 -3.17354 1.95117
C14 6.59536 -2.27609 3.15933
C15 6.88678 -0.84152 2.72809
S4 8.32985 -1.03690 1.55747
O7 9.53935 -0.58139 2.26370
O8 7.96523 -0.56509 0.22356
C16 8.43459 -2.82140 1.48132
H25 6.29256 -2.97567 1.15587
H26 7.05489 -4.25942 2.03501
H27 7.19676 -2.64480 3.99027
H28 5.54272 -2.53005 3.28414
H29 7.09841 -0.19476 3.57957
H30 6.23592 -0.31363 2.03108
H31 9.16897 -3.17647 2.20430
H32 8.64132 -3.06164 0.43842
C17 -0.75775 -3.90670 -4.29641
C18 -1.74609 -2.84007 -4.90661
C19 -1.40795 -2.68523 -6.41408
S5 0.51358 -2.64633 -6.40982
O9 1.17026 -1.34282 -6.13630
O10 0.91340 -3.38770 -7.67974
C20 0.72725 -3.71713 -4.89555
H33 -1.01251 -4.93144 -4.56681
H34 -0.69090 -4.00269 -3.21270
H35 -1.60982 -1.85301 -4.46476
H36 -2.74972 -3.19501 -4.67244
H37 -1.86154 -1.91710 -7.04044
H38 -1.60303 -3.64012 -6.90215
H39 1.25865 -3.13198 -4.14500
H40 1.43806 -4.50318 -5.15042
C21 3.62683 0.28499 -7.11657
C22 3.37950 0.81396 -8.54106
C23 3.38669 2.26607 -8.42281
S6 2.89583 2.85928 -6.68579
O11 1.52580 3.38520 -6.56410
O12 4.01041 3.61589 -6.13074
C24 2.75232 1.04961 -6.08859
H41 4.69488 0.20186 -6.91541
H42 3.35120 -0.74620 -6.89578
H43 2.40838 0.38177 -8.78239
H44 4.04478 0.34329 -9.26492
H45 3.14211 3.07507 -9.11113
H46 4.43568 2.53378 -8.29620
H47 1.71666 0.85451 -6.36686
H48 2.87802 0.91219 -5.01462
C25 -3.43985 6.60062 0.04276
C26 -2.09669 6.90921 0.84778
C27 -2.33468 8.22269 1.64584
S7 -3.45053 9.19874 0.60078
O13 -2.64706 10.15776 -0.16512
O14 -4.67926 9.65226 1.26784
C28 -4.03284 7.85298 -0.60994
H49 -4.25093 6.15724 0.62042
H50 -3.33484 5.85218 -0.74267
H51 -1.15847 6.96664 0.29593
H52 -2.01926 6.15334 1.62930
H53 -1.63524 8.78309 2.26618
H54 -3.07742 7.87546 2.36409
H55 -3.57396 8.17308 -1.54538
H56 -5.12069 7.92090 -0.60027
C29 1.94146 -5.06633 0.19894
C30 2.23976 -6.53878 0.54635
C31 2.04386 -7.34410 -0.70880
S8 2.37419 -6.25971 -2.20020
O15 1.06627 -6.12314 -2.86224
O16 3.64693 -6.67122 -2.82867
C32 2.63848 -4.72226 -1.13869
H57 2.20511 -4.22193 0.83578
H58 0.88896 -4.86361 0.00085
H59 1.73163 -6.95541 1.41603
H60 3.23689 -6.59531 0.98298
H61 0.99234 -7.57653 -0.87728
H62 2.60331 -8.27607 -0.78979
H63 2.39083 -3.83378 -1.71953
H64 3.72236 -4.67618 -1.03291
C33 0.19001 4.05322 5.62919
C34 0.52104 4.13145 4.10441
C35 -0.66984 3.44224 3.44752
S9 -2.08211 3.44931 4.61338
O17 -2.80896 2.28972 4.15388
O18 -2.64798 4.82652 4.43471
C36 -1.05158 3.22044 6.12944
H65 0.06375 5.07805 5.97828
H66 1.19508 3.73326 5.90410
H67 1.45609 3.57595 4.03224
H68 0.75750 5.13500 3.75073
H69 -0.28901 2.42322 3.37914
H70 -0.95399 3.59959 2.40704
H71 -0.79544 2.16207 6.17790
H72 -1.59821 3.57471 7.00339
C37 -2.38734 1.54797 -7.49500
C38 -3.03514 0.80566 -6.29164
C39 -4.43440 1.38106 -6.00918
S10 -4.51305 3.05456 -6.80399
O19 -3.84583 4.15079 -6.06280
O20 -5.89700 3.05278 -7.26893
C40 -3.35974 2.53536 -8.10718
H73 -1.99604 0.75889 -8.13714
H74 -1.66146 2.17415 -6.97627
H75 -2.54046 0.47002 -5.38019
H76 -3.29331 -0.19182 -6.64727
H77 -4.81552 1.54305 -5.00091
H78 -5.14846 0.77305 -6.56465
H79 -2.84541 3.44158 -8.42706
H80 -3.90055 2.05329 -8.92156
C41 1.41920 0.87644 -0.19017
C42 0.16008 1.44887 0.26222
C43 -1.00143 0.43885 0.09355
S11 -0.27358 -1.25174 -0.13714
O21 -0.12222 -1.56821 -1.50859
O22 -0.76977 -2.26002 0.86502
C44 1.35302 -0.52986 0.43843
H81 2.31490 1.48605 -0.07091
H82 1.43754 0.91029 -1.27948
H83 -0.02444 2.41163 -0.21437
H84 0.43511 1.56958 1.31003
H85 -1.77801 0.63080 -0.64685
H86 -1.52300 0.32040 1.04330
H87 2.14626 -1.21249 0.13368
H88 1.35118 -0.45823 1.52607
C45 6.59771 -1.51910 -5.93904
C46 7.03613 -3.08665 -5.93189
C47 5.94872 -3.86790 -5.27226
S12 5.32485 -2.77796 -3.86745
O23 5.94978 -3.09138 -2.55067
O24 3.84608 -2.88505 -3.99823
C48 6.03087 -1.14867 -4.51921
H89 5.90323 -1.25195 -6.73556
H90 7.36916 -0.75439 -6.02950
H91 7.94901 -3.27481 -5.36679
H92 7.14221 -3.62242 -6.87518
H93 5.98721 -4.83451 -4.76998
H94 5.10982 -3.92859 -5.96556
H95 6.96860 -0.97742 -3.99060
H96 5.37444 -0.31540 -4.26850
C49 1.67218 -6.21824 6.55647
C50 1.45916 -4.93656 7.14544
C51 2.14111 -3.93375 6.22901
S13 1.95384 -4.45726 4.53343
O25 3.20933 -4.58917 3.80246
O26 0.84665 -3.69577 3.95436
C52 1.44428 -6.08400 5.03880
H97 1.03565 -7.01482 6.94171
H98 2.71638 -6.48952 6.71182
H99 2.00855 -4.86471 8.08411
H100 0.43347 -4.86600 7.50748
H101 3.21216 -3.89681 6.42803
H102 1.77930 -2.90612 6.26321
H103 1.85285 -6.86280 4.39486
H104 0.38991 -5.99519 4.77702
C53 -2.03940 -5.76672 0.83627
C54 -2.14445 -7.26087 1.22496
C55 -2.93291 -7.90428 0.20183
S14 -4.38531 -6.84117 -0.27351
O27 -5.35060 -6.93830 0.81121
O28 -4.69226 -6.91966 -1.70161
C56 -3.36413 -5.31660 0.14328
H105 -1.08339 -5.62172 0.33316
H106 -2.10741 -5.08615 1.68499
H107 -2.63358 -7.50646 2.16759
H108 -1.09667 -7.55673 1.17276
H109 -3.28595 -8.93355 0.26549
H110 -2.30154 -7.82615 -0.68325
H111 -4.02634 -4.54546 0.53686
H112 -3.14028 -5.09577 -0.90038
C57 9.62141 3.06186 1.05315
C58 8.61211 3.32564 -0.10330
O29 7.59108 2.43874 0.20900
P1 6.00241 2.87589 -0.03261
O30 5.11991 1.80640 0.52386
O31 5.77114 4.36087 0.66585
C59 5.83042 4.50064 2.03645
C60 6.22227 5.97198 2.22903
O32 5.86409 3.16097 -1.71672
C61 6.67504 2.42585 -2.58225
C62 6.04736 2.55753 -3.98770
H113 9.34876 3.75044 1.85292
H114 9.66440 2.09052 1.54583
H115 10.66196 3.34051 0.88672
H116 8.16515 4.31445 -0.00034
H117 9.08128 3.07587 -1.05493
H118 4.85301 4.23887 2.44173
H119 6.54467 3.86348 2.55796
H120 6.80690 6.24551 1.35069
H121 5.40877 6.69745 2.23360
H122 6.64179 6.05709 3.23146
H123 7.73798 2.63207 -2.45682
H124 6.71201 1.43707 -2.12503
H125 6.51591 1.87168 -4.69352
H126 4.97225 2.41334 -4.09474
H127 6.14534 3.54621 -4.43603
C63 -9.33861 3.70871 -1.15458
C64 -8.06586 3.27749 -0.49915
O33 -7.16749 2.95828 -1.55532
P2 -6.11909 4.14251 -2.13647
O34 -6.42255 5.46596 -1.53759
O35 -4.71081 3.44724 -1.80422
C65 -4.31480 2.97334 -0.50046
C66 -4.33351 1.39999 -0.66100
O36 -6.11746 4.10490 -3.74793
C67 -7.13781 4.85706 -4.47495
C68 -6.69836 6.39691 -4.69003
H128 -10.28599 3.69757 -0.61568
H129 -9.24884 4.68453 -1.63189
H130 -9.60463 2.98982 -1.92953
H131 -7.57012 3.94241 0.20810
H132 -8.36233 2.36837 0.02402
H133 -3.32118 3.31420 -0.20952
H134 -5.01603 3.19605 0.30376
H135 -3.83950 1.16665 -1.60417
H136 -3.92716 0.87963 0.20630
H137 -5.30961 0.92711 -0.76930
H138 -7.29470 4.36373 -5.43418
H139 -8.12374 4.71176 -4.03343
H140 -5.91948 6.32548 -5.44921
H141 -7.49324 7.04233 -5.06377
H142 -6.39453 6.92881 -3.78843
C69 -5.87913 -3.89983 8.77392
C70 -5.75077 -4.18873 7.28876
O37 -4.35043 -4.32477 7.09728
P3 -3.61323 -4.37025 5.68891
O38 -2.26328 -4.98247 5.86905
O39 -4.76265 -5.03952 4.77731
C71 -4.55326 -6.28451 4.09512
C72 -5.84479 -6.99625 4.32004
O40 -3.59178 -2.86027 5.11976
C73 -2.50449 -2.29634 4.48964
C74 -1.42490 -1.63086 5.44507
H143 -6.72630 -3.24757 8.98599
H144 -5.84220 -4.76323 9.43819
H145 -5.07668 -3.27819 9.17110
H146 -6.39950 -5.05418 7.15379
H147 -6.21159 -3.35256 6.76287
H148 -4.28601 -5.90838 3.10760
H149 -3.72532 -6.83310 4.54420
H150 -5.74401 -7.99719 3.90045
H151 -6.00334 -7.07874 5.39529
H152 -6.71576 -6.51282 3.87751
H153 -2.20026 -2.98439 3.70088
H154 -2.90988 -1.49374 3.87353
H155 -2.05498 -1.47408 6.32057
H156 -0.58737 -2.31911 5.55898
H157 -1.32108 -0.57307 5.20344

**Relative energy (zero: lowest compared OMol25 entry of this formula, charge and spin)**: 8.335 eV
**Net charge**: 0
**HOMO-LUMO gap**: 0.341 Eh
**Electronic energy**: -340734.761 eV